Entry 1:
The following is a DFT calculation (wB97M-V/def2-TZVPD) of a cluster of 12 separate species, C5H31N2O11 in total at a distorted geometry.

XYZ file:
```
49
Properties=species:S:1:pos:R:3:forces:R:3
H -2.8198 -0.4338 -2.3051 0.274 -0.002 0.159
H -0.5169 1.9516 -1.0695 0.251 -0.076 -0.264
O -1.5995 3.8141 0.4306 -0.105 -0.165 -0.099
H 0.1841 -0.7762 4.3175 -0.811 -0.642 0.237
H -0.0879 2.4052 1.4107 -0.466 0.298 -0.573
H 4.5495 0.5924 0.1755 0.205 0.312 -0.243
H 3.9098 -1.3529 -1.8285 0.132 0.063 -0.300
H -0.5843 1.9008 -3.6796 -0.030 0.043 0.018
H -4.4668 0.9511 -0.2764 -0.552 -0.221 0.237
O 0.1590 2.0217 -3.0779 -0.122 0.272 -0.356
C 0.2806 -0.6784 -2.0755 0.563 -1.173 0.877
O 3.7077 1.0512 0.2446 -0.487 0.287 0.414
H 3.3867 -1.2908 1.9200 0.002 0.191 -0.324
H -1.2948 -0.1055 4.0338 -0.030 -0.992 0.172
H -2.8748 0.4265 1.5209 -0.358 0.147 -0.116
O -2.2288 0.1071 0.8879 0.395 -0.734 0.321
H 3.7111 0.2354 2.0166 -0.272 -0.608 -0.227
H -2.8019 -2.8807 2.2878 -0.067 -0.039 -0.038
H -0.6444 -2.3769 -0.9519 -1.210 0.528 -0.622
O 2.1639 -3.1003 0.6761 0.234 -0.475 0.154
H -2.2647 4.0901 1.0699 0.044 0.170 -0.017
H 1.4161 -3.7045 0.5885 -0.057 0.031 -0.009
C 0.0787 1.5193 0.8278 1.051 0.766 2.376
H -0.4131 -0.3297 -2.8257 -0.019 0.908 0.399
H 3.8430 1.9011 0.6774 0.391 -0.009 -0.151
O 3.5559 -0.5720 2.5318 -0.050 0.129 0.733
O 3.4076 -0.5308 -1.8944 0.217 -0.668 -0.008
H -0.4625 -2.5432 -2.8023 -0.019 -0.663 0.294
O -2.0192 -2.7890 1.7387 0.264 -0.354 0.129
O -0.3502 -0.0083 4.1209 1.023 1.529 -0.355
H 0.8001 0.3085 2.4149 -0.226 0.477 0.141
H -2.5671 0.3638 0.0281 -0.094 0.072 -0.135
C 0.4030 0.0038 -0.7540 -2.505 0.835 1.273
H 0.8975 2.2362 -3.6592 0.079 0.045 0.129
C 0.6936 -0.5059 0.4813 2.268 -1.057 -0.769
C -0.0727 -2.1679 -1.8633 1.195 0.083 1.156
H 1.3023 -0.5832 -2.4372 -0.324 -0.229 -1.058
N -0.0908 1.2840 -0.4440 0.561 -0.094 -0.565
O -2.9465 0.5117 -2.1446 -0.270 -0.389 -0.075
H -1.2635 4.6178 0.0226 -0.115 0.146 0.035
N 0.6704 0.4934 1.4277 -1.043 -0.867 -1.802
O -4.4573 1.5854 0.4542 0.363 0.189 -0.744
H -2.1807 -2.0321 1.1731 -0.086 0.504 -0.039
H -3.7823 2.1785 0.0891 -0.170 0.388 0.413
H 1.2010 -1.4561 0.6698 -0.584 0.513 0.162
H 0.7970 -2.7086 -1.4666 0.402 -0.131 -1.165
H 2.6684 -0.7158 -1.3055 0.115 0.304 0.300
H -3.7590 0.6687 -2.6415 -0.025 0.357 -0.021
H 2.7626 -3.5764 1.2646 0.067 0.003 -0.053
```
Positions in Å, forces in eV/Å.

Properties
* HOMO level: -12.160 eV
* net charge: +1
* spin multiplicity: 1



Entry 2:
The following is a DFT calculation (wB97M-V/def2-TZVPD) of a structure of composition C8H24O4S2 at a distorted geometry.

XYZ file:
```
38
Properties=species:S:1:pos:R:3:forces:R:3
H 1.5851 -0.7747 -0.1579 -1.126 -0.663 0.051
O 3.7327 1.4492 -0.9579 1.410 2.138 -3.667
H 4.6261 1.6759 -0.6946 -0.583 0.004 0.966
H 1.4760 -1.3774 5.4793 -2.287 -1.605 -1.816
H 1.7144 0.5649 3.8617 5.825 2.031 3.618
O 0.0355 0.7516 -5.3408 -0.742 -1.780 1.445
C 2.7433 1.0435 -0.1509 -1.792 -2.264 1.768
H 1.6874 1.5358 -0.1998 2.258 0.773 0.594
H -0.8577 1.1933 0.7136 -1.051 -0.411 0.241
H -2.5968 2.7869 -0.1374 0.387 0.618 0.136
S -0.1003 -0.3845 -4.3149 0.918 1.009 -0.808
H -1.1335 -2.7528 -4.4888 -0.514 2.479 -0.120
H -1.9658 1.5619 2.1306 0.327 -0.092 -0.761
H -2.0579 0.5508 -3.4251 -1.484 0.713 -0.589
C 0.9921 0.2860 3.3119 -8.109 0.136 -3.753
H 3.2894 -0.8374 -0.6380 -0.450 -0.774 -0.679
O -0.3545 -1.7927 2.4209 0.715 0.140 -0.117
H -3.8121 1.9413 0.5333 -6.317 0.723 3.391
H 1.0618 0.6706 2.1557 -0.477 -0.508 3.196
H -0.3509 -1.5589 5.1114 -0.654 0.226 -0.075
C 2.3315 -0.3239 -0.7588 2.596 0.880 2.659
H -3.0890 1.3258 -0.6901 0.051 -1.861 -2.325
H -1.8595 -0.7777 1.7421 0.696 -0.595 0.466
H -0.0721 0.7399 4.1061 2.940 -1.444 -3.093
H 3.2686 0.8855 0.8165 -1.572 0.308 0.340
H -0.7188 0.9145 -2.3475 0.396 0.427 -0.280
S 0.9394 -1.4792 3.1258 -1.172 -0.368 -0.974
C -1.1935 0.1757 -2.9761 1.943 2.352 -2.312
C -1.1726 -1.6907 -4.9838 1.785 -2.663 -2.273
H 2.1388 -0.0201 -1.7315 -0.791 -0.425 -2.016
H -0.7626 -2.0267 -6.0311 0.134 1.013 1.819
C 0.5966 -1.9203 4.7693 3.429 -1.660 3.767
O -2.4833 -0.2749 1.2287 0.826 2.586 -0.814
H -2.0859 -1.2972 -5.3568 -1.399 0.212 0.636
C -2.9349 1.8175 0.1929 6.871 0.616 -1.002
H 0.6775 -3.1210 4.9642 -0.173 3.088 -0.736
H -1.3803 -0.5930 -2.3834 -1.039 -3.759 2.547
C -1.9141 1.1324 1.1012 -1.774 -1.598 0.571
```
Positions in Å, forces in eV/Å.

Properties
* HOMO level: -8.676 eV
* net charge: 0
* spin multiplicity: 1



Entry 3:
The following is a DFT calculation (wB97M-V/def2-TZVPD) of the molecule C5H7NO.

XYZ file:
```
14
Properties=species:S:1:pos:R:3:forces:R:3
C -0.1384 -0.6604 -0.5240 -0.378 -0.191 -0.305
H 0.1306 -1.0642 -1.5025 -0.673 -0.176 -0.006
H -1.5700 1.7218 0.5819 0.167 -0.124 0.026
H -2.2786 -0.2992 -0.5981 0.087 0.027 0.151
C -1.4868 -0.4695 0.1375 -0.104 -0.081 0.000
H 3.0180 -0.9006 -0.4488 0.292 0.224 0.181
H -1.7784 -1.2661 0.8264 0.018 0.113 -0.120
C 1.5237 0.0107 0.1054 0.440 0.161 -0.287
N 2.6650 0.0605 -0.4243 -0.038 0.045 0.557
H -0.7010 0.7871 1.8156 0.050 0.004 -0.151
O 0.8426 -1.1606 0.4296 0.111 -0.104 -0.131
C -0.9333 0.8500 0.7515 -0.037 0.102 0.150
H 0.4069 1.5883 -0.9476 -0.031 -0.139 0.080
C 0.2996 0.8023 -0.2026 0.097 0.139 -0.145
```
Positions in Å, forces in eV/Å.

Properties
* HOMO level: -10.020 eV
* net charge: 0
* spin multiplicity: 1



Entry 4:
The following is a DFT calculation (wB97M-V/def2-TZVPD) of a structure of composition C30H33CrN8O8S.

XYZ file:
```
81
Properties=species:S:1:pos:R:3:forces:R:3
C -0.7938 -4.1284 -0.8308 -0.009 0.116 -0.020
N 1.8987 4.4832 -2.7802 0.007 -0.069 -0.049
O 7.5576 2.0324 4.0758 -0.053 -0.319 0.050
O 0.7608 3.4019 0.9634 0.304 0.258 -0.171
H 1.7143 5.2666 -2.1726 -0.028 0.076 0.040
C 0.4787 -3.3610 -0.5487 0.071 -0.172 0.039
H 2.3523 2.3782 -4.0641 0.023 0.035 -0.042
H -3.0988 -5.6906 0.8532 -0.012 0.016 -0.008
N 6.3865 1.7795 4.2545 -0.117 0.849 0.001
C -3.5103 -0.9850 -1.4276 -0.006 -0.035 0.028
H -1.2484 -5.0183 2.1589 -0.043 0.020 -0.016
C 6.1681 1.5943 1.7922 -0.026 -0.021 0.046
N -1.6184 -4.4009 0.2003 0.122 -0.093 -0.017
H -0.4041 -1.4772 -1.0282 0.036 -0.068 0.016
H -2.4655 -6.0436 -0.7518 -0.023 0.011 -0.012
H -5.4616 -0.6741 -4.1681 0.005 0.000 -0.010
O 1.1881 0.7354 1.3470 0.446 -0.142 0.030
H -3.2762 -1.6852 -0.6333 0.029 0.014 -0.043
O -0.4272 0.9315 -0.9731 0.606 0.084 -0.123
H -3.1480 5.2217 2.5448 0.009 0.001 0.008
O 3.3385 1.0064 -0.3476 -0.777 -0.078 -0.197
C 1.7844 3.2645 -2.2855 0.085 -0.031 0.009
H -2.2744 5.4195 0.2460 0.007 0.000 0.002
C -2.0482 3.3115 -0.0178 -0.003 -0.012 -0.055
N 1.9119 0.9080 -2.6603 -0.046 0.161 0.070
H -2.1514 -2.9982 3.2616 -0.013 0.024 0.008
H -2.4510 -2.2307 1.6923 0.028 -0.013 0.008
C -2.6694 1.9422 1.8854 -0.034 -0.026 0.009
H -4.3560 1.5326 -4.2356 0.000 -0.001 0.000
H 7.2338 1.7663 1.7321 0.010 -0.009 0.008
C -1.3344 -4.0839 1.5966 -0.005 0.002 -0.004
C -2.1972 2.0671 0.5865 -0.016 0.091 0.031
H -0.3652 -3.5937 1.6540 0.027 -0.004 0.004
C 5.4142 1.3999 0.6584 -0.147 0.012 0.030
H 2.8165 0.4462 -2.7346 0.004 -0.073 -0.036
H 5.8737 1.4130 -0.3199 -0.006 0.002 -0.016
C -4.4368 -1.3200 -2.4058 -0.018 -0.014 0.014
H 1.6960 -5.0771 -0.1072 0.013 0.001 0.015
C 3.4277 1.1661 2.0438 0.129 -0.004 -0.093
C -4.7349 -0.4148 -3.4102 0.006 0.016 -0.008
C -2.3944 -3.1888 2.2164 -0.022 0.025 0.048
C -3.1896 1.1778 -2.4816 0.027 0.059 -0.009
H 3.7759 -3.7007 0.1274 -0.001 -0.021 -0.005
C 4.0280 1.1916 0.7520 0.349 0.055 0.526
H 2.1406 4.6316 -3.7463 -0.005 0.026 0.018
N 1.6039 -1.2533 -0.5930 0.009 0.098 0.304
C -4.1112 0.8304 -3.4505 0.004 -0.002 0.030
C -2.7880 -5.2400 -0.0898 -0.010 -0.022 0.022
C -2.8983 0.2612 -1.4747 -0.042 -0.035 -0.014
N 1.0694 3.8597 -0.1108 -0.356 -0.160 0.077
H -4.7688 -5.1331 -0.9221 -0.005 -0.010 0.006
H -1.6433 3.4034 -1.0178 -0.011 -0.041 -0.003
N 1.4652 2.9031 -1.0406 0.017 -0.125 0.236
H -3.3811 -3.6502 2.1879 0.000 -0.020 -0.003
O 5.8064 1.7885 5.3198 0.123 -0.295 -0.069
O -1.0164 -4.4409 -1.9875 -0.012 0.012 -0.005
C 0.4970 -1.9953 -0.7312 -0.028 0.022 -0.095
C 1.6719 -4.0025 -0.2366 0.012 0.075 0.001
O 0.9988 5.0324 -0.4270 0.089 0.066 0.070
H 3.7828 1.3414 4.1834 -0.010 0.002 0.011
C 2.7543 -1.8749 -0.2858 -0.139 -0.145 -0.021
H 3.6312 -1.2532 -0.1940 0.014 -0.001 0.024
H 1.2210 0.4081 -3.2157 -0.003 -0.049 0.001
H -4.2794 -3.6617 -0.0834 -0.010 -0.012 0.021
H -4.9225 -2.2863 -2.3791 0.012 0.047 0.006
Cr 1.4829 0.8488 -0.5873 -0.172 0.210 -0.585
N 2.0244 2.2264 -3.1243 -0.010 0.029 -0.044
C 2.0400 0.9174 2.2406 -0.257 -0.045 -0.112
C -3.0194 3.0869 2.5897 -0.012 -0.045 -0.024
C -2.8793 4.3296 1.9955 -0.002 0.046 -0.037
H -2.7658 0.9639 2.3398 0.019 -0.002 0.026
C 4.2191 1.3591 3.1934 0.057 0.006 -0.158
C 5.5599 1.5715 3.0493 0.023 -0.224 0.011
H 1.6811 0.8700 3.2725 -0.010 0.027 -0.008
H -2.7142 2.1480 -2.5103 0.012 0.004 0.016
C -2.3899 4.4433 0.6968 -0.052 -0.004 0.002
S -1.7258 0.5610 -0.1950 -0.122 -0.055 0.245
H -3.3919 3.0047 3.6012 -0.006 -0.011 -0.002
C -3.9279 -4.4668 -0.7310 -0.015 -0.055 -0.065
C 2.8253 -3.2444 -0.1083 -0.055 -0.012 -0.033
H -3.6026 -4.0531 -1.6861 0.011 -0.021 0.042
```
Positions in Å, forces in eV/Å.

Properties
* HOMO level (alpha / beta): -13.989 / -13.989 eV
* net charge: +2
* spin multiplicity: 2